[1]
C10H18N2O3 | ωB97M-V/def2-TZVPD

**Orbital gap**: 9.33 eV
**Net charge**: 0
**Maximum force**: 4.36 eV Å⁻¹
**ΔE to the lowest compared entry with this formula, charge and spin**: 45.9 kcal/mol
**SMILES**: CC(C)[C@H](N)C(=O)N1CCC[C@H]1C(=O)O
**Molecular weight**: 214.3 g mol⁻¹

Each line ends with the Löwdin charge.
Cartesian coordinates (Å):
C 2.59323 -1.45054 -0.43087  -0.0585
C 2.66619 -0.00997 0.04653  -0.4119
C 3.36372 0.90434 -0.93697  -0.0879
C 1.28003 0.59852 0.21544  -0.2859
N 1.51408 1.77917 1.14641  0.0847
C 0.35248 -0.40902 0.85900  -0.3652
O 0.72467 -1.04724 1.85760  0.0574
N -0.95678 -0.55664 0.33230  -0.0135
C -1.75957 -1.74432 0.78463  -0.1363
C -2.82891 -2.03102 -0.24533  -0.1627
C -3.16651 -0.59594 -0.57221  -0.0898
C -1.80728 0.35371 -0.39039  -0.1628
C -2.04152 1.68849 0.26226  -0.5133
O -1.63428 1.90653 1.39585  0.1076
O -2.72985 2.43489 -0.55464  0.1473
H 2.09201 -1.46510 -1.33681  0.0588
H 3.62861 -1.73352 -0.75687  0.0908
H 2.40452 -2.04046 0.49902  0.0992
H 3.21042 0.11847 1.04838  0.1675
H 3.39792 2.00108 -0.56079  0.0989
H 4.39155 0.62555 -1.11278  0.0711
H 2.85275 0.91746 -1.89575  0.0792
H 0.88990 0.88711 -0.72331  0.1139
H 2.12085 2.33107 0.55690  0.0364
H 0.73112 2.23480 1.56312  0.0480
H -2.30398 -1.33308 1.69568  0.1500
H -1.08728 -2.53375 1.08238  0.1158
H -3.67686 -2.58374 0.16844  0.1192
H -2.41211 -2.57379 -1.09915  0.1168
H -3.52862 -0.40643 -1.55935  0.0939
H -3.95851 -0.14144 0.04297  0.1203
H -1.24307 0.64374 -1.29148  0.1504
H -3.07891 3.23107 -0.09021  0.1602

---

[2]
C4H8O2 | ωB97M-V/def2-TZVPD

**Orbital gap**: 10.39 eV
**Net charge**: 0
**Maximum force**: 0.47 eV Å⁻¹
**ΔE to the lowest compared entry with this formula, charge and spin**: 25.5 kcal/mol
**SMILES**: C[C@@H](O)CC=O
**Molecular weight**: 88.1 g mol⁻¹

Each line ends with the Löwdin charge.
Cartesian coordinates (Å):
C 1.38227 0.44095 1.00079  -0.0487
C 0.33412 -0.30589 0.19039  -0.4636
O -0.55489 -0.97159 1.07568  -0.0480
C -0.52430 0.59609 -0.69147  -0.1162
C -1.54287 -0.22695 -1.44012  -0.2565
O -1.65727 -0.22192 -2.64360  0.0489
H 1.73117 -0.28816 1.72893  0.0746
H 2.23285 0.78066 0.40287  0.0848
H 0.95286 1.30052 1.53264  0.0891
H 0.85059 -1.03997 -0.45239  0.1488
H -0.06118 -1.65452 1.55045  0.0991
H 0.07919 1.15548 -1.41415  0.1300
H -1.04757 1.30805 -0.03915  0.1324
H -2.17496 -0.87273 -0.80087  0.1253

---

[3]
C24H19N5O2S | ωB97M-V/def2-TZVPD

**Orbital gap**: 8.09 eV
**Net charge**: 0
**Maximum force**: 0.97 eV Å⁻¹
**ΔE to the lowest compared entry with this formula, charge and spin**: 0.0 kcal/mol
**SMILES**: Nc1c(-c2ccccc2)c(CSc2nc3ccccc3[nH]2)nn1-c1cccc(C(=O)O)c1
**Molecular weight**: 441.5 g mol⁻¹

Each line ends with the Löwdin charge.
Cartesian coordinates (Å):
N -1.18479 1.93186 1.43814  0.1513
C -0.99822 1.43762 0.16684  -0.2325
C -0.60103 0.16682 -0.21952  -0.0961
C -0.31218 -0.95876 0.66893  -0.1980
C -1.01153 -2.15662 0.55145  -0.0333
C -0.75443 -3.20153 1.41803  -0.0880
C 0.21203 -3.07165 2.40133  -0.0906
C 0.91716 -1.88659 2.51982  -0.0814
C 0.65163 -0.83163 1.66555  -0.0432
C -0.56016 0.22423 -1.63421  -0.3277
C -0.05657 -0.80774 -2.56597  -0.3492
S 1.77827 -0.88220 -2.41559  0.9879
C 1.91702 -2.29071 -1.40682  -0.6768
N 1.08582 -3.29132 -1.37780  0.1238
C 1.60770 -4.16801 -0.45957  -0.2487
C 1.13756 -5.40243 -0.02987  -0.0324
C 1.87422 -6.06891 0.92798  -0.1013
C 3.05185 -5.53570 1.45274  -0.1021
C 3.54389 -4.31528 1.03042  -0.0273
C 2.81015 -3.64249 0.07037  -0.2076
N 2.98309 -2.43678 -0.56447  0.1219
N -0.90859 1.41815 -2.06793  0.1306
N -1.17777 2.16407 -0.97598  -0.0327
C -1.55577 3.49704 -1.13457  -0.1630
C -2.18249 3.87257 -2.32403  0.0012
C -2.56374 5.18541 -2.52429  -0.0571
C -2.33539 6.14083 -1.54870  -0.0170
C -1.69179 5.77307 -0.37082  -0.1321
C -1.40237 6.75367 0.69904  -0.4878
O -0.93091 6.47361 1.77369  0.1080
O -1.72320 8.01394 0.37092  0.1088
C -1.29170 4.45526 -0.16505  0.0496
H -1.93830 2.59586 1.54469  0.0978
H -1.19696 1.20098 2.13586  0.0980
H -1.76519 -2.25938 -0.21570  0.1208
H -1.30851 -4.12342 1.32571  0.1066
H 0.42106 -3.89563 3.06699  0.1052
H 1.67687 -1.78320 3.28138  0.1038
H 1.20241 0.09482 1.75300  0.1187
H -0.39799 -1.81452 -2.33457  0.0636
H -0.27608 -0.53126 -3.59461  0.0808
H 0.23012 -5.81585 -0.43933  0.1121
H 1.53517 -7.03117 1.28336  0.0981
H 3.59264 -6.09221 2.20406  0.0977
H 4.45741 -3.90355 1.43274  0.1070
H 3.72928 -1.77487 -0.43832  0.1534
H -2.34582 3.11784 -3.07674  0.1074
H -3.04842 5.46516 -3.44724  0.1076
H -2.63559 7.16568 -1.69543  0.1144
H -1.50981 8.60772 1.10755  0.1341
H -0.75007 4.21722 0.73655  0.1158

---

[4]
C3H11NO | ωB97M-V/def2-TZVPD

**Orbital gap**: 10.42 eV
**Net charge**: 0
**Maximum force**: 2.16 eV Å⁻¹
**ΔE to the lowest compared entry with this formula, charge and spin**: 36.3 kcal/mol
**SMILES**: CNC.CO
**Molecular weight**: 77.1 g mol⁻¹

Each line ends with the Löwdin charge.
Cartesian coordinates (Å):
C -0.81514 1.02918 0.59750  -0.1513
N -0.91097 -0.44950 0.49333  -0.1800
C -1.56432 -0.80703 -0.75470  -0.1577
H -0.44177 1.43245 1.52845  0.0733
H -1.75248 1.55995 0.33089  0.0779
H -0.13463 1.33264 -0.20149  0.0620
H -1.53579 -0.62946 1.27598  0.0933
H -2.15178 -1.72515 -0.75399  0.0770
H -2.18916 0.01181 -1.16794  0.0758
H -0.81453 -0.93647 -1.54107  0.0685
C 2.04006 -0.21671 -0.29504  -0.1956
O 2.40927 0.45166 0.89963  -0.1120
H 2.94095 -0.72138 -0.64380  0.0700
H 1.82099 0.50819 -1.09666  0.0786
H 1.30935 -1.02116 -0.24542  0.0618
H 1.78995 0.18098 1.57433  0.0584